# 1
C40H41Cl2N4O3Sn | ωB97M-V/def2-TZVPD

Last column: Löwdin charge in e.
Element x y z (Å)
Sn (0.22, 0.68, -0.05)  1.389
C (3.31, 2.83, 3.96)  -0.038
C (2.15, 2.60, 2.99)  -0.377
C (1.78, 3.90, 2.27)  -0.057
C (0.96, 2.00, 3.71)  -0.095
C (0.23, 2.82, 4.55)  -0.013
C (-0.89, 2.35, 5.23)  -0.012
C (-1.29, 1.02, 5.10)  -0.021
C (-0.62, 0.15, 4.27)  -0.098
C (-1.12, -1.29, 4.26)  -0.349
C (-2.38, -1.38, 3.39)  -0.040
C (-0.13, -2.40, 3.93)  -0.060
C (0.52, 0.64, 3.55)  -0.166
N (1.12, -0.17, 2.64)  0.133
C (2.48, -0.28, 2.60)  -0.469
O (3.18, -0.28, 3.60)  0.110
C (3.11, -0.51, 1.25)  -0.180
C (4.45, -0.83, 1.19)  0.033
C (5.05, -0.96, -0.06)  0.001
C (4.30, -0.74, -1.20)  0.038
C (2.96, -0.43, -1.06)  -0.165
N (2.38, -0.32, 0.14)  0.031
C (2.11, -0.17, -2.29)  -0.492
O (2.63, -0.16, -3.38)  0.087
N (0.80, 0.00, -1.99)  -0.090
C (-0.11, 0.28, -3.07)  -0.192
C (-0.86, -0.77, -3.63)  -0.138
C (-1.87, -0.44, -4.52)  -0.026
C (-2.11, 0.88, -4.89)  -0.055
C (-1.31, 1.89, -4.38)  -0.021
C (-0.30, 1.61, -3.46)  -0.150
C (0.54, 2.75, -2.92)  -0.392
C (-0.30, 3.80, -2.20)  -0.063
C (1.36, 3.38, -4.05)  -0.046
C (-0.53, -2.22, -3.36)  -0.367
C (-1.74, -3.15, -3.42)  -0.064
C (0.54, -2.70, -4.36)  -0.036
H (4.17, 3.22, 3.42)  0.090
H (3.60, 1.91, 4.46)  0.074
H (3.03, 3.57, 4.71)  0.087
H (2.48, 1.91, 2.22)  0.101
H (1.58, 4.71, 2.97)  0.078
H (0.91, 3.78, 1.63)  0.068
H (2.62, 4.23, 1.65)  0.088
H (0.52, 3.86, 4.67)  0.120
H (-1.44, 3.01, 5.88)  0.119
H (-2.12, 0.66, 5.68)  0.126
H (-1.43, -1.46, 5.30)  0.137
H (-2.13, -1.14, 2.35)  0.063
H (-3.16, -0.69, 3.71)  0.084
H (-2.79, -2.40, 3.41)  0.087
H (0.10, -2.44, 2.87)  0.034
H (-0.57, -3.35, 4.22)  0.088
H (0.81, -2.28, 4.47)  0.091
H (5.00, -0.97, 2.11)  0.130
H (6.10, -1.21, -0.13)  0.124
H (4.71, -0.81, -2.19)  0.131
H (-2.48, -1.22, -4.96)  0.110
H (-2.89, 1.12, -5.60)  0.109
H (-1.48, 2.91, -4.69)  0.117
H (1.26, 2.34, -2.20)  0.096
H (-1.01, 4.27, -2.88)  0.082
H (0.34, 4.58, -1.79)  0.084
H (-0.89, 3.37, -1.38)  0.053
H (0.71, 3.89, -4.77)  0.082
H (1.94, 2.63, -4.58)  0.086
H (2.05, 4.13, -3.64)  0.084
H (-0.09, -2.29, -2.36)  0.102
H (-2.09, -3.28, -4.45)  0.082
H (-2.58, -2.78, -2.83)  0.066
H (-1.47, -4.14, -3.06)  0.084
H (0.13, -2.66, -5.38)  0.092
H (0.82, -3.73, -4.15)  0.084
H (1.43, -2.07, -4.33)  0.067
Cl (-4.99, 1.13, -1.56)  0.831
C (-4.24, -0.29, -1.02)  -0.552
C (-4.95, -1.47, -0.86)  -0.097
C (-4.33, -2.62, -0.44)  -0.573
Cl (-5.25, -4.05, -0.29)  0.811
C (-2.92, -2.66, -0.14)  -0.178
C (-2.23, -3.81, 0.26)  0.017
C (-0.88, -3.73, 0.49)  0.001
C (-0.24, -2.50, 0.35)  -0.113
N (-0.88, -1.40, -0.01)  0.020
C (-2.19, -1.47, -0.28)  -0.163
C (-2.82, -0.24, -0.78)  -0.365
O (-2.13, 0.76, -1.00)  -0.064
H (-6.01, -1.48, -1.07)  0.121
H (-2.75, -4.75, 0.36)  0.108
H (-0.30, -4.60, 0.78)  0.128
H (0.82, -2.40, 0.55)  0.116

ΔE to the lowest compared entry with this formula, charge and spin   0.0 kcal per mole
Total energy   -3128.13526 a.u.
Orbital gap (spin up / spin down)   0.1984 / 0.2172 hartree
Net charge   +1
LUMO energy (spin up / spin down)   -5.508 / -5.020 eV
Max |F|   0.4 eV Å⁻¹

***

# 2
C40H41Cl5P2RhS2Si | ωB97M-V/def2-TZVPD

Last column: Löwdin charge in e.
Element x y z (Å)
Rh (-0.58, -0.94, 0.46)  0.475
S (3.27, 0.11, 0.51)  0.216
P (1.90, 1.18, -0.43)  0.345
C (0.27, 0.80, -0.15)  -0.699
P (-1.21, 1.60, -0.24)  0.502
S (-2.29, -0.07, -0.81)  0.368
C (-1.85, 2.05, 1.40)  -0.358
C (-3.21, 2.00, 1.69)  -0.096
C (-3.66, 2.19, 2.98)  -0.080
C (-2.75, 2.45, 4.00)  -0.090
C (-1.40, 2.53, 3.72)  -0.087
C (-0.95, 2.32, 2.42)  -0.101
C (-1.45, 3.12, -1.21)  -0.309
C (-1.53, 3.03, -2.60)  -0.093
C (-1.62, 4.18, -3.37)  -0.083
C (-1.63, 5.43, -2.76)  -0.091
C (-1.55, 5.52, -1.37)  -0.089
C (-1.47, 4.37, -0.60)  -0.081
C (2.24, 1.14, -2.23)  -0.351
C (1.25, 0.75, -3.12)  -0.098
C (1.51, 0.68, -4.48)  -0.084
C (2.77, 1.01, -4.96)  -0.100
C (3.77, 1.41, -4.08)  -0.091
C (3.51, 1.46, -2.72)  -0.101
C (2.12, 2.96, -0.04)  -0.325
C (1.92, 3.97, -0.97)  -0.089
C (2.03, 5.30, -0.60)  -0.097
C (2.34, 5.64, 0.71)  -0.100
C (2.56, 4.63, 1.65)  -0.088
C (2.46, 3.31, 1.27)  -0.120
H (-3.92, 1.75, 0.90)  0.094
H (-4.72, 2.10, 3.21)  0.103
H (-3.10, 2.57, 5.02)  0.102
H (-0.68, 2.71, 4.51)  0.099
H (0.11, 2.31, 2.20)  0.075
H (-1.53, 2.06, -3.07)  0.092
H (-1.69, 4.10, -4.45)  0.101
H (-1.70, 6.33, -3.36)  0.097
H (-1.56, 6.49, -0.89)  0.102
H (-1.40, 4.45, 0.47)  0.107
H (0.27, 0.49, -2.72)  0.060
H (0.74, 0.35, -5.16)  0.101
H (2.98, 0.95, -6.02)  0.094
H (4.75, 1.66, -4.45)  0.096
H (4.29, 1.74, -2.02)  0.101
H (1.67, 3.72, -2.00)  0.107
H (1.87, 6.08, -1.34)  0.099
H (2.43, 6.68, 0.99)  0.094
H (2.81, 4.89, 2.67)  0.099
H (2.66, 2.51, 1.98)  0.078
Cl (0.95, -0.53, 2.91)  0.718
C (-0.69, -0.99, 3.32)  -0.696
C (-1.46, -1.43, 2.26)  -0.329
C (-2.81, -1.69, 2.56)  -0.678
Cl (-3.90, -2.15, 1.29)  0.661
C (-3.32, -1.54, 3.85)  -0.713
Cl (-4.98, -1.86, 4.18)  0.650
C (-2.49, -1.11, 4.88)  -0.722
Cl (-3.11, -0.90, 6.48)  0.646
C (-1.16, -0.82, 4.61)  -0.715
Cl (-0.12, -0.24, 5.86)  0.668
C (-1.87, -4.45, 0.11)  -0.235
Si (-0.36, -3.33, -0.01)  0.690
C (0.12, -3.41, -1.90)  -0.632
C (1.56, -2.97, -2.16)  -0.099
C (-0.81, -2.48, -2.70)  -0.152
C (-0.10, -4.82, -2.46)  -0.112
C (0.97, -4.19, 1.12)  -0.630
C (0.39, -4.37, 2.52)  -0.104
C (1.30, -5.59, 0.58)  -0.112
C (2.30, -3.44, 1.23)  -0.128
H (-1.63, -5.48, -0.16)  0.020
H (-2.66, -4.10, -0.55)  0.012
H (-2.29, -4.45, 1.13)  0.001
H (1.80, -2.00, -1.69)  0.059
H (1.73, -2.87, -3.24)  0.081
H (2.29, -3.70, -1.79)  0.063
H (-0.64, -1.44, -2.46)  -0.006
H (-1.87, -2.69, -2.53)  0.067
H (-0.61, -2.63, -3.77)  0.080
H (0.51, -5.58, -1.98)  0.055
H (0.17, -4.82, -3.53)  0.079
H (-1.14, -5.13, -2.39)  0.069
H (-0.51, -4.99, 2.53)  0.074
H (0.13, -3.42, 2.99)  0.048
H (1.14, -4.86, 3.16)  0.082
H (0.41, -6.20, 0.40)  0.067
H (1.91, -6.12, 1.32)  0.080
H (1.87, -5.55, -0.34)  0.062
H (2.18, -2.43, 1.62)  -0.018
H (2.81, -3.34, 0.27)  0.056
H (2.96, -3.98, 1.91)  0.084

Total energy   -5729.06977 a.u.
Orbital gap   0.2525 hartree
Net charge   -1
LUMO energy   2.331 eV
Max |F|   1.7 eV Å⁻¹

***

# 3
C40H41N3OPRhSe2Te | ωB97M-V/def2-TZVPD

Last column: Löwdin spin population.
Element x y z (Å)
Rh (-0.74, 1.61, -1.06)  2.363
Se (-0.61, 3.91, -2.21)  0.248
P (-1.58, 2.52, -3.59)  0.035
Se (-2.62, 0.88, -2.53)  0.275
C (-2.83, 3.38, -4.58)  0.012
C (-3.01, 3.07, -5.92)  0.001
C (-4.05, 3.65, -6.63)  0.001
C (-4.92, 4.52, -5.99)  0.000
C (-4.75, 4.82, -4.65)  0.000
C (-3.70, 4.25, -3.94)  0.003
C (-0.36, 1.85, -4.73)  0.001
C (-0.05, 0.50, -4.79)  0.003
C (0.93, 0.06, -5.68)  0.001
C (1.59, 0.96, -6.50)  0.000
C (1.27, 2.31, -6.44)  0.001
C (0.31, 2.76, -5.55)  0.001
H (-2.33, 2.38, -6.42)  0.000
H (-4.19, 3.41, -7.68)  0.000
H (-5.74, 4.96, -6.55)  0.000
H (-5.43, 5.51, -4.15)  0.000
H (-3.55, 4.50, -2.89)  0.001
H (-0.56, -0.20, -4.15)  0.002
H (1.18, -1.00, -5.72)  0.000
H (2.35, 0.61, -7.19)  0.000
H (1.79, 3.02, -7.08)  0.000
H (0.08, 3.82, -5.50)  0.002
N (-2.64, 3.58, 2.36)  0.002
C (-3.80, 3.45, 1.63)  0.003
C (-3.45, 2.74, 0.52)  0.008
N (-2.10, 2.45, 0.57)  0.089
C (-1.64, 2.97, 1.69)  0.006
H (-2.54, 4.06, 3.24)  0.001
H (-4.74, 3.85, 1.96)  0.001
H (-4.07, 2.43, -0.30)  0.002
H (-0.61, 2.96, 2.01)  0.001
C (-1.82, -3.17, 7.48)  0.000
C (-1.42, -2.52, 6.18)  -0.002
C (-1.88, -3.02, 4.96)  0.009
C (-1.53, -2.43, 3.75)  0.027
C (-2.07, -3.04, 2.47)  0.015
C (-0.67, -1.32, 3.78)  0.122
Te (-0.25, -0.37, 1.88)  0.463
N (0.84, 1.31, 0.58)  0.808
C (1.74, 0.93, -0.35)  0.096
O (1.33, 0.81, -1.54)  0.208
C (3.17, 0.68, -0.02)  0.015
C (3.64, 0.90, 1.27)  0.011
C (4.97, 0.65, 1.58)  0.000
C (5.83, 0.18, 0.59)  0.003
C (5.36, -0.03, -0.70)  0.001
C (4.03, 0.22, -1.01)  0.007
C (0.90, -1.97, 1.14)  0.014
C (1.93, -2.54, 1.91)  0.012
C (2.37, -2.04, 3.27)  0.007
C (2.59, -3.65, 1.40)  -0.002
C (2.28, -4.20, 0.17)  0.011
C (3.01, -5.41, -0.35)  0.002
C (1.27, -3.60, -0.58)  -0.001
C (0.57, -2.50, -0.12)  0.012
C (-0.50, -1.92, -1.02)  0.018
C (-0.21, -0.78, 4.99)  0.005
C (0.68, 0.44, 5.11)  0.019
C (-0.60, -1.41, 6.17)  0.002
H (-2.53, -3.99, 7.32)  0.000
H (-2.28, -2.45, 8.16)  0.000
H (-0.95, -3.59, 8.00)  0.000
H (-2.54, -3.88, 4.95)  0.002
H (-2.79, -3.82, 2.69)  0.001
H (-1.27, -3.48, 1.87)  0.000
H (-2.58, -2.29, 1.85)  0.007
H (2.97, 1.29, 2.03)  0.006
H (5.34, 0.83, 2.58)  0.000
H (6.87, -0.01, 0.83)  0.000
H (6.04, -0.39, -1.47)  0.000
H (3.65, 0.06, -2.01)  0.002
H (2.09, -1.01, 3.45)  0.006
H (3.45, -2.10, 3.35)  0.001
H (1.93, -2.65, 4.07)  0.000
H (3.39, -4.10, 2.00)  0.000
H (3.80, -5.73, 0.33)  0.000
H (3.46, -5.21, -1.33)  0.001
H (2.32, -6.25, -0.49)  0.001
H (1.03, -4.01, -1.56)  0.000
H (-0.69, -2.57, -1.87)  0.001
H (-0.18, -0.96, -1.42)  0.008
H (-1.45, -1.77, -0.50)  0.005
H (0.75, 1.00, 4.18)  0.016
H (1.70, 0.16, 5.40)  0.000
H (0.30, 1.12, 5.87)  0.000
H (-0.24, -1.00, 7.12)  0.000

ΔE to the lowest compared entry with this formula, charge and spin   3.0 kcal per mole
Total energy   -7310.88615 a.u.
Orbital gap (spin up / spin down)   0.2993 / 0.2135 hartree
2S+1   6
Net charge   +1
LUMO energy (spin up / spin down)   -1.977 / -4.657 eV
Max |F|   1.0 eV Å⁻¹

***

> Among the records above, which one has the highest total energy?

C40H41Cl2N4O3Sn

***

> What is the formula in the second record?

C40H41Cl5P2RhS2Si